# 1
The following is a quantum chemistry calculation of the molecule C4H6N2S3 in a non-equilibrium geometry, from the OMol25 dataset.

```
15
C4H6N2S3 wB97M-V/def2-TZVPD
C -2.6158 0.1159 0.6385
N -1.3407 -0.1626 -0.0522
S -1.1791 0.0660 -1.7314
C 0.5770 0.0714 -1.5817
S 1.6202 0.3550 -2.8606
N 1.0028 -0.0778 -0.2858
C 2.4103 -0.1272 0.0768
C -0.0905 -0.1584 0.5806
S 0.0629 -0.1166 2.2271
H -3.4015 0.1691 -0.0910
H -2.5776 1.0271 1.2102
H -2.8299 -0.6716 1.3596
H 2.9815 0.7395 -0.2525
H 2.5367 -0.1947 1.1493
H 2.8436 -1.0351 -0.3870
```

SMILES   Cn1sc(=S)n(C)c1=S
2S+1   1
M   178.31 g mol⁻¹
Orbital gap   8.45 eV
Lowest unoccupied orbital energy   -0.0051 hartree
Net charge   0


# 2
The following is a quantum chemistry calculation of the molecule C4H6N2Si in a non-equilibrium geometry, from the OMol25 dataset.

```
13
C4H6N2Si wB97M-V/def2-TZVPD
C 2.5603 1.6071 0.1971
C 1.5823 0.8950 0.0854
Si 0.0583 -0.3047 -0.0469
N -0.0995 -1.0177 -1.6856
N 0.1028 -1.5761 1.1643
C -1.4556 0.8750 0.1536
C -2.3492 1.6760 0.2533
H 3.3680 2.2339 0.4141
H -1.0076 -1.4562 -1.8502
H 0.6654 -1.6254 -1.9163
H -0.2898 -2.4880 0.9108
H -0.1528 -1.3304 2.1122
H -2.9826 2.5114 0.2081
```

SMILES   C#C[Si](N)(N)C#C
2S+1   1
M   110.19 g mol⁻¹
Orbital gap   10.70 eV
Lowest unoccupied orbital energy   0.0256 hartree
Net charge   0


# 3
The following is a quantum chemistry calculation of a cluster of 2 separate species, C4H6N3 in total in a non-equilibrium geometry, from the OMol25 dataset.

```
13
C4H6N3 wB97M-V/def2-TZVPD
C 3.2886 -2.1062 -0.1352
C 1.4010 -0.9514 -0.0066
C -0.6945 -0.2025 0.4835
C -0.0023 0.6828 -0.5537
N 4.2929 -2.5927 -0.2837
N 0.4305 -1.3056 0.6982
N 1.3594 0.1762 -0.6639
H -0.9305 0.1279 1.4301
H -1.4901 -0.8876 0.1962
H -0.6476 0.5016 -1.4021
H -0.1376 1.6940 -0.2384
H 0.2817 -2.1861 1.1197
H 1.8611 0.5857 -1.3555
```

2S+1   1
M   96.11 g mol⁻¹
Orbital gap   9.28 eV
Lowest unoccupied orbital energy   -0.2452 hartree
Net charge   +1


# 4
The following is a quantum chemistry calculation of a cluster of 2 separate species, C4H6N3 in total in a non-equilibrium geometry, from the OMol25 dataset.

```
13
C4H6N3 wB97M-V/def2-TZVPD
C -2.0935 -0.0447 0.0677
C -1.4066 1.0533 -0.3353
C -0.1098 -1.0760 0.2133
C 1.9731 0.0887 0.0164
N -1.4110 -1.1594 0.2813
N 0.5654 0.0433 0.0618
N -0.1027 1.1482 -0.2793
H -3.2268 0.1032 0.1345
H -2.0346 1.8456 -0.6070
H 0.8175 -2.3063 0.3969
H 2.2759 0.7955 0.7593
H 2.3140 -0.8818 0.1717
H 2.4391 0.3907 -0.8813
```

2S+1   1
M   96.11 g mol⁻¹
Orbital gap   9.62 eV
Lowest unoccupied orbital energy   -0.2230 hartree
Net charge   +1


# 5
The following is a quantum chemistry calculation of the ion C4H6N3 with charge +1 in a non-equilibrium geometry, from the OMol25 dataset.

```
13
C4H6N3 wB97M-V/def2-TZVPD
C -0.0232 -1.3047 0.6383
C -1.1956 -0.4852 0.9511
C 1.2621 -0.8805 0.1657
C -1.6825 0.4318 -0.0424
N -0.0358 -2.5339 1.2990
N -0.5706 -2.4936 2.3144
N -1.3594 -0.5754 2.1551
H 1.2170 -0.1082 -0.5893
H 1.7057 -1.7181 -0.4078
H 2.1610 -0.5936 0.8073
H -2.6817 0.0092 -0.4198
H -0.9178 0.5511 -0.8770
H -1.8070 1.4051 0.4976
```

2S+1   1
M   96.11 g mol⁻¹
Orbital gap (spin up / spin down)   7.36 / 7.96 eV
Lowest unoccupied orbital energy (spin up / spin down)   -0.2849 / -0.2766 hartree
Net charge   +1


# 6
The following is a quantum chemistry calculation of the ion C4H6N3O with charge +1 in a non-equilibrium geometry, from the OMol25 dataset.

```
14
C4H6N3O wB97M-V/def2-TZVPD
C -3.3328 0.1652 0.5452
N -2.2944 0.4580 0.1077
N -1.3707 1.0640 -0.4607
C -0.0670 0.9328 -0.4501
N 0.7309 0.0842 0.1738
C 2.1455 0.2259 0.1396
C 0.2253 -1.5257 0.0678
O -0.9061 -1.8179 -0.2223
H -4.3725 -0.0519 0.7292
H 0.4499 1.7962 -0.9001
H 2.6376 -0.2445 0.9018
H 2.5731 1.2844 0.0517
H 2.4417 -0.2163 -0.8292
H 1.1394 -2.1544 0.1457
```

SMILES   C#[N+]/N=C\N(C)C=O
2S+1   1
M   112.11 g mol⁻¹
Orbital gap   9.52 eV
Lowest unoccupied orbital energy   -0.1748 hartree
Net charge   +1


It is found that the energy above the lowest of the compared OMol25 structures with the same formula, charge and spin values, taken in the order of the records, are 0.000; 1.645; 4.979; 3.635; 6.290; 3.395 eV.